The following is a DFT calculation (ωB97M-V with the def2-TZVPD basis set) of a cluster of 13 separate species, C51H132N4O17 in total.

```
204
C51H132N4O17 | OMol25 | ωB97M-V with the def2-TZVPD basis set
C -2.403 -6.058 2.651
C -2.565 -4.715 1.913
C -1.955 -3.557 2.633
O -2.017 -4.784 0.629
H -1.380 -6.389 2.738
H -2.980 -6.754 2.061
H -2.801 -5.954 3.671
H -3.673 -4.489 1.777
H -2.187 -2.617 2.085
H -0.884 -3.727 2.737
H -2.328 -3.434 3.626
H -2.585 -5.156 -0.032
C -4.317 -1.178 4.189
C -4.205 -0.157 3.026
C -2.802 0.469 3.107
O -4.338 -0.872 1.801
H -3.621 -1.999 4.085
H -5.235 -1.794 4.079
H -4.345 -0.614 5.084
H -4.947 0.638 3.183
H -2.568 0.645 4.176
H -2.648 1.388 2.595
H -2.087 -0.215 2.734
H -3.905 -0.353 1.112
C 0.970 0.758 -2.074
C 0.143 0.682 -0.811
C -0.644 1.898 -0.394
O -0.738 -0.410 -0.818
H 0.379 1.089 -2.898
H 1.387 -0.246 -2.279
H 1.824 1.390 -1.976
H 0.806 0.509 0.037
H -0.074 2.808 -0.335
H -1.023 1.657 0.588
H -1.471 2.133 -1.100
H -0.252 -1.187 -1.043
C 0.212 7.426 0.321
C -1.098 6.668 -0.075
C -2.145 7.666 -0.543
O -0.863 5.721 -1.027
H 0.837 6.751 0.878
H -0.073 8.109 1.126
H 0.721 7.937 -0.510
H -1.446 6.223 0.886
H -2.171 8.483 0.174
H -3.154 7.217 -0.598
H -1.863 8.092 -1.496
H -1.662 5.618 -1.589
C 2.599 -2.241 5.222
C 1.711 -2.523 4.034
C 1.114 -1.255 3.433
O 2.320 -3.375 3.022
H 3.505 -1.823 4.787
H 2.857 -3.083 5.818
H 2.073 -1.472 5.801
H 0.834 -3.147 4.245
H 0.798 -1.558 2.447
H 1.814 -0.403 3.224
H 0.302 -0.969 4.035
H 3.130 -2.903 2.641
C -3.761 -2.495 -0.796
C -4.057 -1.146 -1.418
C -5.519 -0.855 -1.411
O -3.432 -0.063 -0.668
H -4.449 -2.700 0.082
H -2.668 -2.582 -0.567
H -3.997 -3.265 -1.510
H -3.729 -1.108 -2.463
H -5.578 0.164 -1.851
H -5.904 -0.709 -0.387
H -6.020 -1.594 -2.062
H -2.446 -0.224 -0.693
C 4.951 0.838 -2.945
C 5.720 1.653 -1.933
C 7.182 1.516 -2.151
O 5.331 3.031 -1.943
H 4.982 -0.211 -2.710
H 5.266 0.979 -3.961
H 3.884 1.100 -2.898
H 5.490 1.298 -0.918
H 7.374 0.478 -1.972
H 7.860 2.118 -1.509
H 7.433 1.685 -3.200
H 4.632 3.252 -2.548
C 2.514 -3.626 -1.107
C 1.180 -4.260 -1.270
C 0.990 -5.401 -0.277
O 0.140 -3.183 -1.081
H 2.689 -3.470 -0.004
H 2.695 -2.667 -1.629
H 3.283 -4.339 -1.542
H 1.033 -4.583 -2.333
H 1.151 -5.147 0.741
H 1.679 -6.223 -0.496
H 0.046 -5.985 -0.281
H -0.556 -3.589 -0.511
C -0.958 3.702 -4.583
C -2.420 4.061 -4.478
C -3.148 3.074 -3.533
O -2.508 5.343 -3.748
H -0.931 2.787 -5.186
H -0.438 3.627 -3.637
H -0.464 4.492 -5.118
H -2.806 4.153 -5.493
H -4.195 3.321 -3.367
H -2.615 3.135 -2.574
H -3.089 2.065 -3.911
H -2.323 6.057 -4.351
C -1.031 -7.364 -3.431
O -0.656 -6.015 -3.493
C -0.817 -5.453 -4.756
C -0.355 -4.012 -4.712
N -1.175 -3.311 -3.821
C -1.317 -1.904 -4.010
C -2.280 -1.589 -5.141
O -2.190 -0.176 -5.340
C -2.772 0.104 -6.573
H -0.208 -7.984 -3.812
H -1.981 -7.636 -3.992
H -1.099 -7.655 -2.379
H -1.858 -5.506 -5.159
H -0.234 -5.984 -5.505
H -0.644 -3.739 -5.733
H 0.746 -3.954 -4.624
H -1.035 -3.513 -2.792
H -0.370 -1.435 -4.273
H -1.623 -1.368 -3.082
H -3.311 -1.926 -4.936
H -1.945 -2.076 -6.091
H -2.179 -0.370 -7.395
H -2.769 1.206 -6.728
H -3.839 -0.267 -6.721
C -4.294 3.027 0.379
O -5.319 3.574 1.207
C -6.391 2.711 1.393
C -7.400 3.340 2.343
N -6.658 3.735 3.508
C -7.410 4.319 4.617
C -6.445 4.570 5.764
O -5.401 5.332 5.243
C -4.189 4.615 5.102
H -3.479 3.741 0.203
H -4.700 2.781 -0.658
H -3.895 2.129 0.772
H -6.000 1.748 1.848
H -6.789 2.360 0.393
H -8.062 2.497 2.456
H -7.801 4.234 1.828
H -5.809 4.265 3.345
H -8.263 3.677 4.872
H -7.736 5.361 4.409
H -5.994 3.657 6.277
H -6.788 5.242 6.603
H -4.236 3.674 4.614
H -3.725 4.481 6.105
H -3.568 5.221 4.481
C 6.713 -7.556 -0.499
O 5.517 -6.939 -0.140
C 5.602 -6.696 1.256
C 4.457 -5.742 1.601
N 4.565 -5.121 2.959
C 5.760 -4.307 3.257
C 5.977 -3.077 2.270
O 4.778 -2.313 2.165
C 4.913 -1.204 1.292
H 7.480 -6.738 -0.351
H 6.615 -7.848 -1.531
H 6.899 -8.366 0.165
H 6.591 -6.253 1.488
H 5.516 -7.648 1.843
H 3.516 -6.287 1.601
H 4.448 -5.059 0.758
H 3.740 -4.560 3.128
H 6.605 -4.913 3.478
H 5.528 -3.885 4.211
H 6.326 -3.357 1.247
H 6.766 -2.545 2.764
H 4.512 -0.290 1.743
H 4.423 -1.420 0.388
H 5.956 -0.982 1.015
C 6.256 2.248 2.442
O 4.958 2.006 1.878
C 3.981 2.902 2.358
C 2.880 3.168 1.394
N 3.359 4.027 0.301
C 2.356 4.380 -0.678
C 2.757 5.610 -1.438
O 3.730 5.269 -2.458
C 4.438 6.417 -2.818
H 6.759 3.066 1.903
H 6.824 1.350 2.473
H 6.104 2.574 3.452
H 4.441 3.866 2.657
H 3.683 2.490 3.340
H 2.094 3.707 1.929
H 2.571 2.155 1.037
H 4.202 3.667 -0.226
H 1.434 4.659 -0.140
H 2.071 3.512 -1.383
H 3.083 6.434 -0.783
H 1.814 6.007 -1.864
H 5.293 6.130 -3.446
H 4.852 6.926 -1.935
H 3.777 7.109 -3.317
```

Calculated values
- maximum force (eV Å⁻¹) = 3.369
- charge = 0
- energy relative to the best compared isomer or geometry (same formula, charge and spin) (eV) = 3.6527

Results of the Löwdin charge analysis, in e, for atoms 1 through 99: -0.037 -0.499 -0.046 -0.068 0.074 0.070 0.085 0.153 0.087 0.077 0.061 0.091 -0.043 -0.449 -0.043 -0.070 0.042 0.088 0.063 0.113 0.089 0.047 0.052 0.034 -0.016 -0.471 -0.019 -0.058 0.073 0.087 0.039 0.126 0.057 0.075 0.078 0.042 -0.048 -0.534 -0.058 -0.052 0.056 0.075 0.087 0.138 0.074 0.090 0.080 0.079 -0.038 -0.464 -0.051 -0.117 0.077 0.068 0.088 0.125 0.067 0.093 0.057 0.075 -0.054 -0.480 -0.060 -0.105 0.099 0.076 0.073 0.120 0.084 0.084 0.095 0.058 -0.040 -0.494 -0.063 -0.060 0.075 0.080 0.068 0.127 0.070 0.095 0.084 0.057 -0.067 -0.412 -0.048 -0.112 0.084 0.074 0.107 0.119 0.062 0.087 0.076 0.065 -0.058 -0.425 -0.034